1.
Entry from the Open Molecules 2025 dataset: a cluster of 2 separate species, C3H9N4 in total in a non-equilibrium geometry (ωB97M-V/def2-TZVPD).

Structure (XYZ):
```
16
C3H9N4 ωB97M-V/def2-TZVPD
C -1.08396 -0.72292 1.67215
C 0.73709 0.76006 -1.84001
C -0.10820 0.95954 -2.96075
N -0.42203 -1.86628 1.45938
N 1.48092 0.40930 -1.02869
N -0.70534 0.48994 1.66446
N 0.68043 0.65105 1.55532
H -2.18989 -0.83007 1.64462
H 0.40854 0.47558 -3.79510
H -0.53056 1.89426 -2.92948
H -0.97434 0.23401 -2.79627
H -0.90128 -2.67003 1.26703
H 0.99976 0.35601 0.50791
H 1.16610 0.05800 2.25731
H 0.61146 -1.89011 1.66041
H 0.83129 1.69166 1.66171
```

The calculated total energy comes out at -9209.1535 eV. The energy above the lowest of the compared OMol25 structures with the same formula, charge and spin comes out at 238.1 kJ/mol. The charge is +1. For the frontier orbital gap, the calculation gives 11.0 eV.

From a Mulliken analysis of the wavefunction, the atomic charges in e read: 0.12, 0.40, -0.77, -0.33, -0.55, -0.60, -0.07, 0.34, 0.30, 0.33, 0.28, 0.21, 0.38, 0.39, 0.20, 0.37

=====

2.
Entry from the Open Molecules 2025 dataset: a structure of composition C23H44Cl6CoIO17 in a non-equilibrium geometry (ωB97M-V/def2-TZVPD).

Structure (XYZ):
```
92
C23H44Cl6CoIO17 ωB97M-V/def2-TZVPD
Co -0.01039 -2.06118 1.33806
I 0.13419 -0.17824 -0.59016
C 2.89842 -0.61132 -5.62215
Cl 4.23154 -0.78157 -4.53017
Cl 1.65210 -1.67013 -5.02331
Cl 3.49021 -1.10715 -7.16453
H 2.64558 0.44882 -5.60568
C 1.41236 2.91390 -3.12521
Cl 0.67261 4.53869 -2.93262
Cl 3.23551 2.99539 -3.37865
Cl 0.54477 1.95842 -4.42084
H 1.15440 2.36618 -2.21881
C -1.68007 -3.30250 -2.22076
O -2.76120 -3.69879 -1.46881
C -2.78221 -3.37335 -0.15814
O -1.87611 -2.82594 0.46798
O -3.90637 -3.88372 0.32687
C -4.17290 -3.71040 1.73209
H -0.71802 -3.45415 -1.73132
H -1.78528 -2.27256 -2.56172
H -1.53721 -3.93418 -3.09751
H -4.04823 -2.67655 2.05415
H -3.48465 -4.35685 2.27663
H -5.17404 -3.97235 2.07444
C 1.60478 1.64798 2.69917
O 2.20892 0.65867 3.40773
C 2.36805 -0.62260 2.99286
O 1.62708 -1.25820 2.22111
O 3.42295 -1.09318 3.75782
C 3.90542 -2.39898 3.52232
H 1.93112 1.56559 1.66244
H 1.81822 2.56839 3.24268
H 0.51561 1.65143 2.65674
H 4.88587 -2.47857 3.99188
H 4.10628 -2.45183 2.45229
H 3.27566 -3.19255 3.92452
C 1.97516 -5.82233 1.52230
O 2.69457 -5.10157 0.55776
C 2.31341 -4.01586 0.06983
O 1.25117 -3.39821 0.28118
O 3.22351 -3.82675 -0.80837
C 3.36628 -2.53430 -1.43431
H 2.25530 -6.87419 1.46568
H 0.89146 -5.70979 1.55447
H 2.30232 -5.43890 2.48876
H 3.47163 -1.73136 -0.70473
H 2.63444 -2.19670 -2.16816
H 4.28551 -2.54406 -2.01998
C -3.57189 0.34613 1.70006
O -3.00000 0.49033 3.06531
C -1.90886 -0.22944 3.43390
O -1.26658 -0.89746 2.64645
O -1.64701 0.08159 4.71436
C -0.54742 -0.49103 5.38337
H -4.15663 1.25603 1.56492
H -4.16537 -0.55732 1.55988
H -2.85082 0.26604 0.88659
H 0.39675 -0.25942 4.89041
H -0.67680 -1.57198 5.43733
H -0.50537 -0.17275 6.42502
C -2.72231 3.51507 -1.24032
O -3.17348 4.70569 -0.68621
C -3.82499 4.62119 0.42463
O -3.95768 3.62035 1.14675
O -4.22866 5.81099 0.69518
C -4.68937 6.14573 2.01174
H -2.10763 3.69522 -2.12226
H -3.36677 2.68465 -1.52873
H -2.05167 3.06081 -0.51095
H -5.57591 5.51628 2.08886
H -5.13768 7.11540 2.22818
H -4.01074 5.87426 2.82035
C -2.80334 0.47149 -3.65695
C -3.45429 1.57559 -4.50351
O -3.06852 2.75360 -4.48235
C -4.78201 1.18250 -5.11231
H -2.11791 0.77644 -2.86619
H -2.14833 -0.10699 -4.30842
H -3.54603 -0.15751 -3.16616
H -4.97708 1.75965 -6.01616
H -5.65195 1.25177 -4.45924
H -4.71012 0.11793 -5.33511
C 6.77812 2.05905 0.71765
C 5.36988 2.39050 1.12404
O 5.03227 2.52060 2.27344
C 4.35919 2.56371 -0.03655
H 7.18230 1.56739 1.60252
H 7.37924 2.93991 0.49217
H 6.93454 1.29382 -0.04265
H 4.10342 3.61937 -0.12757
H 3.56397 1.82549 0.06707
H 4.83378 2.21674 -0.95441
```

The calculated total energy comes out at -180226.2928 eV. As for the expectation value of S²: 3.76. Its multiplicity is 4. The charge is +1. For the frontier orbital gap (spin up / spin down), the calculation gives 8.5 / 7.2 eV.

From a Mulliken analysis of the wavefunction, the atomic charges in e read: 0.72, -0.23, 0.25, -0.15, -0.10, -0.12, 0.10, 0.73, -0.11, -0.14, -0.13, -0.43, 0.07, -0.38, 0.71, -0.17, -0.35, -0.36, -0.16, -0.01, 0.33, -0.02, 0.29, 0.27, 0.00, -0.41, 0.27, 0.36, -0.31, -0.66, -0.21, 0.29, 0.10, 0.30, 0.28, 0.26, -0.60, -0.35, 0.78, -0.38, -0.39, -0.32, 0.29, 0.22, 0.24, 0.26, 0.06, 0.25, -0.40, -0.36, 0.66, -0.28, -0.35, -0.36, 0.29, 0.18, 0.10, 0.00, 0.29, 0.29, -0.33, -0.34, 0.80, -0.59, -0.37, -0.66, 0.16, 0.20, 0.25, 0.28, 0.27, 0.28, -0.96, 0.70, -0.55, -1.23, 0.14, 0.48, 0.42, 0.33, 0.31, 0.36, -1.25, 0.68, -0.54, -0.59, 0.37, 0.31, 0.37, 0.34, 0.05, 0.29

=====

3.
Entry from the Open Molecules 2025 dataset: a cluster of 2 separate species, C4H11NO in total in a non-equilibrium geometry (ωB97M-V/def2-TZVPD).

Structure (XYZ):
```
17
C4H11NO ωB97M-V/def2-TZVPD
C -0.95504 -1.07497 1.30914
C -2.25714 -1.04620 1.56119
O -2.97569 0.11168 1.67570
H -0.46524 -2.03086 1.30031
H -0.59745 -0.06935 1.11258
H -2.85649 -1.95180 1.64648
H -3.81406 0.02153 1.21298
C 2.59800 0.56261 -0.27470
C 2.13885 0.15141 -1.69017
N 1.13751 1.15460 -2.18196
H 2.91425 1.59626 -0.31757
H 3.36407 -0.11811 0.11434
H 1.80633 0.32500 0.43975
H 1.63161 -0.81219 -1.72982
H 3.05640 0.08817 -2.27185
H 0.24028 0.72336 -2.08727
H 1.38564 1.38978 -3.13306
```

The calculated total energy comes out at -7862.3776 eV. The energy above the lowest of the compared OMol25 structures with the same formula, charge and spin comes out at 210.0 kJ/mol. For the frontier orbital gap, the calculation gives 10.1 eV.

From a Mulliken analysis of the wavefunction, the atomic charges in e read: -0.67, 0.04, -0.49, 0.26, 0.23, 0.29, 0.33, -0.86, -0.31, -0.59, 0.31, 0.31, 0.09, 0.27, 0.35, 0.23, 0.20

=====

4.
Entry from the Open Molecules 2025 dataset: a cluster of 3 separate species, C26H57O8P in total in a non-equilibrium geometry (ωB97M-V/def2-TZVPD).

Structure (XYZ):
```
92
C26H57O8P ωB97M-V/def2-TZVPD
C 1.15795 -1.93100 -3.49489
C 0.07620 -1.60338 -4.50314
O -0.57065 -0.35618 -4.29885
C 0.26597 0.74406 -4.07335
C 1.25592 1.01422 -5.19457
O 2.48384 1.40220 -4.58897
O 3.52787 1.07561 -5.57285
P 4.96783 0.74644 -4.91787
O 5.80752 0.11457 -5.95071
O 5.55247 2.11523 -4.37934
C 4.81901 3.35620 -4.24766
C 4.20947 3.59328 -2.88926
C 4.00997 5.08539 -2.62031
C 2.79800 5.36084 -1.76429
O 3.00368 4.67575 -0.51257
C 1.97604 4.01537 0.04834
O 0.74311 4.31150 -0.02899
O 4.68928 -0.18151 -3.68003
C 4.41080 0.30921 -2.34058
C 4.18077 -0.86970 -1.42302
C 5.32247 -1.15027 -0.45623
C 6.51896 -1.79619 -1.16855
C 5.73620 0.09399 0.32973
H 2.13964 -1.64670 -3.84978
H 0.97300 -1.41799 -2.56220
H 1.16189 -2.99635 -3.31421
H 0.45269 -1.66718 -5.51899
H -0.71157 -2.34047 -4.43423
H -0.38996 1.59750 -3.98142
H 0.80478 0.68087 -3.12959
H 1.40284 0.17220 -5.85532
H 0.89871 1.83965 -5.80163
H 5.57134 4.12233 -4.38412
H 4.11420 3.46031 -5.06197
H 3.25429 3.09951 -2.78436
H 4.87081 3.16289 -2.15066
H 3.87303 5.58300 -3.57431
H 4.88518 5.49118 -2.13153
H 1.90361 4.99552 -2.24914
H 2.70654 6.41731 -1.55368
H 2.35016 3.17802 0.64300
H 5.24673 0.91004 -2.01374
H 3.52717 0.92591 -2.37788
H 3.98646 -1.75544 -2.01195
H 3.28368 -0.69910 -0.83668
H 4.95701 -1.86992 0.26642
H 6.48499 -1.63606 -2.23750
H 6.53851 -2.86316 -0.99091
H 7.45219 -1.40990 -0.78190
H 6.56884 0.59935 -0.14176
H 4.91991 0.79569 0.45375
H 6.06678 -0.19065 1.32058
C -1.82463 2.59836 0.86283
C -1.21297 1.79244 2.00549
C -1.66840 0.33439 2.04652
C -3.16900 0.13901 2.25791
C -3.72799 0.77679 3.52780
C -3.12722 0.20608 4.81012
H -2.91146 2.66078 0.94755
H -1.43543 3.60999 0.85440
H -1.59013 2.14082 -0.09693
H -1.43123 2.28395 2.95762
H -0.12294 1.80699 1.90112
H -1.11678 -0.18960 2.83345
H -1.38765 -0.14953 1.10725
H -3.37885 -0.93587 2.27936
H -3.71148 0.53114 1.39366
H -4.80950 0.61702 3.54497
H -3.58115 1.85976 3.50530
H -3.29178 -0.87247 4.86736
H -3.59134 0.66328 5.68485
H -2.05419 0.39052 4.87439
C -7.31788 -4.73981 6.38717
C -6.04986 -4.83193 5.54230
C -5.52478 -3.47351 5.08297
C -6.47655 -2.68421 4.18435
C -6.90791 -3.40017 2.90675
C -5.74557 -3.72086 1.97029
H -8.14664 -4.30658 5.82591
H -7.63365 -5.72727 6.72492
H -7.15088 -4.12239 7.27187
H -6.23163 -5.47707 4.67864
H -5.26937 -5.32282 6.12863
H -4.57242 -3.61948 4.56490
H -5.29553 -2.86429 5.96282
H -5.99117 -1.74003 3.91468
H -7.36787 -2.40793 4.75415
H -7.62103 -2.76261 2.37864
H -7.44568 -4.31971 3.15284
H -5.21121 -2.81068 1.68964
H -6.10174 -4.19363 1.05448
H -5.03062 -4.40285 2.43265
```

The calculated total energy comes out at -53554.6758 eV. For the frontier orbital gap, the calculation gives 10.5 eV.

From a Mulliken analysis of the wavefunction, the atomic charges in e read: -0.65, -0.57, -0.50, -0.32, -0.46, 0.05, -0.35, 0.65, -0.75, -0.35, -1.07, 0.77, -0.85, -0.78, -0.33, 0.24, -0.56, -0.17, 0.34, -1.47, 0.63, -1.52, -1.58, 0.05, 0.20, 0.49, 0.28, 0.40, 0.39, 0.16, 0.38, 0.25, 0.49, 0.43, -0.10, 0.21, 0.43, 0.36, 0.41, 0.44, 0.40, 0.41, 0.08, 0.38, 0.36, 0.54, 0.30, 0.34, 0.41, 0.45, 0.24, 0.40, -1.07, -0.25, -0.87, -0.29, -0.58, -1.20, 0.37, 0.34, 0.18, 0.23, 0.20, 0.33, 0.38, 0.13, 0.38, 0.38, 0.39, 0.19, 0.38, 0.37, -1.21, -0.55, -0.54, -0.26, -0.45, -0.98, 0.29, 0.38, 0.29, 0.26, 0.37, 0.32, 0.41, -0.07, 0.34, 0.37, 0.26, 0.12, 0.39, 0.28

=====

5.
Entry from the Open Molecules 2025 dataset: a structure of composition C29H30F40I2NO5S in a non-equilibrium geometry (ωB97M-V/def2-TZVPD).

Structure (XYZ):
```
108
C29H30F40I2NO5S ωB97M-V/def2-TZVPD
C -4.83977 0.47070 -1.62462
C -4.80263 2.04435 -1.63209
I -2.85818 2.58487 -0.74705
C -5.90643 2.72780 -0.73610
I -5.31688 4.83146 -0.46326
S -7.58009 2.82812 -1.48821
C -8.05206 1.29726 -2.38893
N -8.86598 0.45752 -1.49615
H -4.47988 0.13884 -2.62531
H -4.11096 0.07605 -0.89274
H -5.84773 0.04858 -1.41119
H -4.77267 2.45580 -2.66010
H -5.91728 2.31201 0.29173
H -7.46678 3.81620 -2.45187
H -8.73538 1.63142 -3.20893
H -7.21183 0.77201 -2.88693
H -8.80062 -0.51745 -1.77495
H -8.54623 0.54159 -0.53454
C 2.47421 1.06143 1.43367
C 1.10139 1.60952 0.97097
C 0.58699 2.89869 1.61915
F 0.39132 2.77740 2.93869
F -0.62329 3.24247 1.08692
F 0.18036 0.62475 1.08304
F 1.22135 1.87090 -0.36106
O 2.48668 -0.00378 2.39780
C 2.43316 0.26611 3.77169
C 1.17446 -0.31222 4.42539
F 0.04924 0.18632 3.87606
F 1.14747 -0.00092 5.73903
F 2.58980 1.57782 4.00137
F 3.50590 -0.33490 4.31464
H 2.90990 0.60192 0.54883
H 3.16844 1.85813 1.70337
H 1.27477 3.73054 1.44536
H 1.15265 -1.39868 4.31998
C -5.87523 -0.38868 2.94702
C -7.25646 0.11032 2.44940
C -7.81050 1.40586 3.05453
F -8.02858 1.32370 4.36577
F -9.00658 1.69609 2.48157
F -8.14839 -0.88932 2.56382
F -7.11835 0.34514 1.09542
O -5.83333 -1.42756 3.93078
C -5.89945 -1.12395 5.30108
C -7.14256 -1.72075 5.96797
F -8.27684 -1.26840 5.40222
F -7.17912 -1.37450 7.27020
F -5.77998 0.19721 5.49296
F -4.81109 -1.67728 5.85808
H -5.41465 -0.85702 2.07438
H -5.20873 0.43585 3.20598
H -7.13484 2.24662 2.86491
H -7.13355 -2.81003 5.89194
C 5.45002 -2.95727 -2.82340
C 5.00812 -1.60439 -2.21190
C 5.11031 -1.43343 -0.69247
F 4.33444 -2.28607 -0.01019
F 4.69799 -0.18357 -0.34353
F 3.75509 -1.32161 -2.63528
F 5.81735 -0.65786 -2.76016
O 4.43066 -3.92090 -3.14896
C 3.94953 -4.81807 -2.18752
C 2.45737 -4.61844 -1.90363
F 2.19381 -3.37878 -1.45542
F 2.04580 -5.48319 -0.95053
F 4.70481 -4.77632 -1.08419
F 4.12223 -6.05211 -2.70777
H 5.87720 -2.71099 -3.79709
H 6.26989 -3.41118 -2.26909
H 6.14221 -1.55280 -0.35258
H 1.86955 -4.78554 -2.80866
C 7.31593 -7.51719 -3.67442
C 7.56405 -6.10288 -4.25730
C 6.60448 -5.59812 -5.34110
F 6.62583 -6.33917 -6.45529
F 6.95819 -4.33906 -5.71183
F 8.84393 -6.02118 -4.67421
F 7.44692 -5.23279 -3.21032
O 8.10235 -8.61462 -4.16409
C 7.71203 -9.32941 -5.30528
C 8.73362 -9.21146 -6.44052
F 8.91930 -7.93412 -6.81563
F 8.30013 -9.88789 -7.52653
F 6.47102 -8.98373 -5.67507
F 7.63976 -10.61990 -4.93198
H 7.61786 -7.44537 -2.62807
H 6.25512 -7.76762 -3.64224
H 5.57808 -5.56074 -4.96504
H 9.69816 -9.61997 -6.13223
C -0.34657 8.34558 0.61476
C -1.48219 9.15125 1.29479
C -1.09404 10.32357 2.20354
F -0.37474 9.94958 3.27020
F -2.21367 10.91352 2.68555
F -2.29263 8.28924 1.94992
F -2.22670 9.67937 0.28356
O 0.05872 7.09455 1.19820
C 1.02752 7.04784 2.21058
C 0.46623 6.50277 3.53114
F -0.55067 7.25351 3.98359
F 1.41507 6.50567 4.49036
F 1.61596 8.24031 2.34409
F 1.98970 6.21232 1.75719
H -0.75706 8.04578 -0.35096
H 0.51284 8.97031 0.37066
H -0.52969 11.07747 1.64778
H 0.10367 5.47912 3.40685
```

The calculated total energy comes out at -178014.5268 eV. The charge is +1. For the frontier orbital gap, the calculation gives 7.9 eV.

Mulliken atomic charge list, values in e, 99 entries: -1.04, -0.41, 0.23, -0.78, 0.35, 0.17, -0.44, -0.52, 0.26, 0.42, 0.20, 0.51, 0.42, 0.32, 0.42, 0.36, 0.30, 0.20, -0.57, 0.95, 0.21, -0.24, -0.19, -0.29, -0.34, -0.37, 0.77, 0.19, -0.20, -0.27, -0.28, -0.29, 0.19, 0.41, 0.11, 0.23, -0.79, 0.90, 0.15, -0.23, -0.27, -0.29, -0.27, -0.42, 0.74, 0.21, -0.22, -0.24, -0.28, -0.28, 0.37, 0.42, 0.27, 0.24, -0.74, 0.79, 0.17, -0.24, -0.29, -0.29, -0.33, -0.37, 0.79, 0.18, -0.18, -0.27, -0.29, -0.29, 0.44, 0.34, 0.32, 0.22, -0.93, 0.91, 0.34, -0.24, -0.28, -0.28, -0.22, -0.42, 0.81, 0.20, -0.21, -0.25, -0.28, -0.30, 0.43, 0.44, 0.07, 0.23, -0.77, 0.94, 0.09, -0.22, -0.27, -0.27, -0.33, -0.29, 0.71

=====

6.
Entry from the Open Molecules 2025 dataset: a structure of composition C10H13CaN2O6 in a non-equilibrium geometry (ωB97M-V/def2-TZVPD).

Structure (XYZ):
```
32
C10H13CaN2O6 ωB97M-V/def2-TZVPD
O 0.36293 0.33187 -5.72514
C 0.13902 0.15831 -4.60757
Ca -0.46098 0.21297 -2.20728
O -2.98599 1.03205 -4.78870
C -2.30492 0.66518 -3.93491
C -2.11407 -1.36012 -1.20613
O -2.74092 -1.93108 -0.41507
C 0.43576 -2.93114 -1.98279
O 0.40363 -2.90381 -0.70645
C -0.76738 -2.49167 -2.65684
O -1.44057 -2.90280 -3.59699
H 1.24341 -3.34623 -2.63592
C -1.71772 1.96451 1.08643
N -0.59521 1.24611 1.70883
C -0.70378 1.11213 3.15889
C 0.43694 0.81006 0.93829
O 0.27952 0.84969 -0.34475
N 1.60491 0.31789 1.40254
C 1.92971 0.00293 2.79184
C 2.60615 0.00725 0.40133
H -1.74753 3.02432 1.39580
H -2.68143 1.50915 1.35953
H -1.60931 1.93026 -0.00499
H -0.66462 0.06729 3.47683
H 0.05200 1.68622 3.70514
H -1.67878 1.47404 3.47966
H 1.26142 -0.76407 3.19669
H 2.92241 -0.43556 2.83175
H 1.92882 0.88638 3.44052
H 2.31804 -0.87267 -0.16985
H 2.73999 0.84838 -0.27796
H 3.54855 -0.19783 0.88730
```

The calculated total energy comes out at -44276.2818 eV. The energy above the lowest of the compared OMol25 structures with the same formula, charge and spin comes out at 0.0 kJ/mol. The charge is +1. For the frontier orbital gap (spin up / spin down), the calculation gives 5.3 / 5.4 eV.

From a Mulliken analysis of the wavefunction, the atomic charges in e read: -0.07, -0.01, 1.76, -0.07, 0.08, 0.06, -0.19, -0.15, -0.52, 0.37, -0.51, 0.34, -0.99, 0.21, -1.02, 0.69, -1.03, 0.14, -0.93, -0.89, 0.38, 0.38, 0.13, 0.36, 0.31, 0.37, 0.35, 0.30, 0.30, 0.21, 0.29, 0.35